{
  "formula": "C7H13LaNO2P",
  "method": "wB97M-V/def2-TZVPD",
  "lumo_ha": [-0.0271, -0.0240],
  "total_charge": 0,
  "e_homo_ev": [-4.53, -5.04],
  "homo_lumo_gap_ev": [3.792, 4.390],
  "e_tot_ev": -23196.5976,
  "relative_energy_kj_mol": 0.0,
  "species": ["C", "C", "C", "C", "C", "La", "P", "H", "H", "H", "H", "H", "H", "H", "H", "N", "C", "C", "O", "O", "H", "H", "H", "H", "H"],
  "xyz": [[-0.521, 0.554, -1.832], [-1.253, 1.722, -2.198], [-0.377, 2.851, -2.085], [0.928, 2.384, -1.786], [0.859, 0.969, -1.546], [1.230, -0.750, 1.076], [-0.128, -3.133, 0.916], [-0.867, -0.478, -1.805], [-2.301, 1.749, -2.477], [-0.653, 3.875, -2.252], [1.715, 0.291, -1.391], [1.839, 2.971, -1.685], [0.680, -3.873, -0.051], [-1.351, -3.149, 0.136], [-0.434, -4.242, 1.772], [0.054, 1.355, 4.942], [0.817, 0.057, 4.980], [0.871, -0.398, 3.612], [1.806, -1.171, 3.136], [0.067, 0.194, 2.755], [0.694, 2.134, 4.726], [-0.384, 1.597, 5.836], [-0.651, 1.296, 4.184], [1.815, 0.231, 5.378], [0.280, -0.670, 5.587]],
  "lowdin_charge": [-0.23, -0.18, -0.19, -0.21, -0.32, 1.58, 0.45, 0.04, 0.06, 0.06, 0.00, 0.06, -0.13, -0.13, -0.13, 0.17, -0.12, -0.78, -0.37, -0.36, 0.17, 0.16, 0.15, 0.13, 0.12]
}

=====

{
  "formula": "C3H3Cl5S",
  "method": "wB97M-V/def2-TZVPD",
  "lumo_ha": [-0.0092, -0.0465],
  "total_charge": 0,
  "e_homo_ev": [-8.85, -7.22],
  "homo_lumo_gap_ev": [8.604, 5.955],
  "e_tot_ev": -76603.0189,
  "relative_energy_kj_mol": 286.5,
  "species": ["C", "C", "C", "S", "Cl", "Cl", "Cl", "Cl", "Cl", "H", "H", "H"],
  "xyz": [[1.041, -1.458, 0.366], [-0.296, -1.056, -0.231], [0.203, 1.959, -0.121], [-1.441, -0.634, 1.014], [-0.580, -0.939, -1.855], [1.663, 2.738, 0.539], [-1.190, 2.458, 0.664], [0.170, 2.081, -1.878], [-3.346, -0.498, 0.354], [1.104, -0.834, 1.125], [1.000, -2.553, 0.515], [1.672, -1.263, -0.491]],
  "lowdin_charge": [-0.15, -1.18, -1.60, 0.41, 0.67, 0.48, 0.57, 0.49, 0.13, 0.00, 0.10, 0.08]
}

=====

{
  "formula": "C30H59N3O4",
  "method": "wB97M-V/def2-TZVPD",
  "lumo_ha": [0.0266, -0.0168],
  "total_charge": 0,
  "spin_multiplicity": 3,
  "e_homo_ev": [-8.93, -9.28],
  "homo_lumo_gap_ev": [9.652, 8.826],
  "e_tot_ev": -44716.5042,
  "s_squared": 2.010,
  "species": ["C", "C", "C", "C", "C", "C", "C", "N", "C", "O", "C", "C", "C", "O", "C", "H", "H", "H", "H", "H", "H", "H", "H", "H", "H", "H", "H", "H", "H", "H", "H", "H", "H", "H", "H", "H", "H", "H", "C", "C", "C", "C", "C", "C", "N", "O", "C", "C", "C", "H", "H", "H", "H", "H", "H", "H", "H", "H", "H", "H", "H", "H", "H", "H", "H", "H", "H", "C", "C", "C", "C", "C", "C", "N", "O", "C", "C", "C", "H", "H", "H", "H", "H", "H", "H", "H", "H", "H", "H", "H", "H", "H", "H", "H", "H", "H"],
  "xyz": [[-1.386, 2.896, -9.180], [-2.476, 2.045, -8.253], [-3.266, 3.143, -7.299], [-4.508, 2.477, -6.461], [-4.729, 3.114, -4.950], [-4.198, 2.112, -3.746], [-2.579, 1.931, -3.926], [-2.064, 0.612, -4.488], [-0.601, 0.375, -4.117], [0.118, -0.722, -4.413], [-0.167, 1.768, -3.353], [-1.582, 2.310, -2.645], [-1.647, 3.971, -2.458], [-0.289, 4.481, -2.696], [-0.282, 5.740, -3.455], [-0.584, 3.338, -8.447], [-0.832, 2.102, -9.870], [-1.936, 3.715, -9.810], [-1.816, 1.276, -7.635], [-3.213, 1.400, -8.896], [-3.745, 3.935, -8.053], [-2.511, 3.772, -6.637], [-5.506, 2.730, -7.063], [-4.425, 1.314, -6.348], [-5.902, 3.230, -4.768], [-4.260, 4.180, -4.812], [-4.515, 2.467, -2.664], [-4.737, 1.075, -3.915], [-2.271, 2.757, -4.719], [-1.947, 0.860, -5.499], [0.791, 1.724, -2.673], [0.191, 2.446, -4.258], [-1.813, 1.663, -1.670], [-2.458, 4.334, -3.220], [-1.975, 4.170, -1.351], [-1.311, 6.050, -3.919], [0.135, 6.666, -2.863], [0.457, 5.582, -4.378], [-0.739, 1.844, 4.349], [-1.796, 1.222, 3.391], [-2.165, -0.216, 3.856], [-1.124, -1.277, 3.509], [-0.738, -1.207, 2.035], [-0.275, 0.210, 1.608], [-1.266, 1.271, 1.987], [-2.362, 1.166, 1.110], [1.108, 0.507, 2.243], [0.026, 0.200, 0.074], [-3.067, 2.112, 3.601], [-0.086, 2.551, 3.823], [-1.203, 2.418, 5.159], [-0.113, 1.089, 4.835], [-3.114, -0.518, 3.394], [-2.336, -0.229, 4.939], [-0.239, -1.165, 4.143], [-1.532, -2.271, 3.730], [0.054, -1.941, 1.837], [-1.598, -1.523, 1.430], [1.442, 1.526, 2.008], [1.872, -0.181, 1.857], [1.135, 0.384, 3.327], [-0.836, -0.111, -0.528], [0.834, -0.504, -0.162], [0.346, 1.191, -0.269], [-2.887, 3.145, 3.274], [-3.352, 2.146, 4.659], [-3.944, 1.728, 3.067], [3.235, -6.206, 4.325], [3.118, -5.010, 3.335], [4.408, -4.895, 2.473], [5.596, -4.270, 3.197], [5.205, -2.954, 3.862], [3.978, -3.105, 4.799], [2.816, -3.763, 4.115], [2.254, -2.827, 3.227], [4.394, -3.907, 6.058], [3.609, -1.697, 5.372], [1.957, -5.430, 2.371], [2.671, -6.021, 5.247], [2.822, -7.130, 3.905], [4.272, -6.433, 4.591], [4.201, -4.285, 1.584], [4.700, -5.885, 2.100], [6.003, -4.967, 3.936], [6.403, -4.085, 2.477], [6.066, -2.566, 4.422], [4.996, -2.213, 3.080], [3.535, -4.081, 6.719], [5.145, -3.358, 6.643], [4.852, -4.872, 5.838], [3.396, -0.960, 4.590], [4.436, -1.286, 5.963], [2.735, -1.760, 6.033], [1.004, -5.512, 2.909], [2.162, -6.404, 1.911], [1.826, -4.727, 1.539]],
  "mulliken_spin": [0.00, 0.00, 0.00, 0.00, 0.00, 0.00, 0.00, 0.00, 0.00, 0.00, 0.00, 0.01, 0.00, 0.00, 0.00, 0.00, 0.00, 0.00, 0.00, 0.00, 0.00, 0.00, 0.00, 0.00, 0.00, 0.00, 0.00, 0.00, 0.00, 0.00, 0.00, 0.00, -0.01, 0.00, 0.00, 0.00, 0.00, 0.00, 0.02, 0.02, 0.02, -0.03, 0.03, 0.04, 0.29, 0.64, 0.03, -0.06, -0.01, -0.01, 0.00, 0.00, 0.00, 0.00, 0.00, 0.00, 0.01, 0.00, -0.01, 0.00, 0.00, 0.00, 0.00, 0.01, 0.00, 0.00, 0.00, 0.01, 0.03, 0.01, -0.01, 0.02, 0.04, 0.29, 0.62, 0.01, -0.01, -0.01, -0.01, 0.00, 0.00, 0.00, 0.00, 0.00, 0.00, 0.00, 0.00, 0.00, 0.00, 0.00, 0.00, 0.00, 0.00, 0.00, 0.00, 0.00]
}

=====

{
  "formula": "C4H11NO",
  "method": "wB97M-V/def2-TZVPD",
  "lumo_ha": 0.0298,
  "smiles": "C=CN.CCO",
  "total_charge": 0,
  "e_homo_ev": -7.95,
  "homo_lumo_gap_ev": 8.765,
  "e_tot_ev": -7861.0893,
  "relative_energy_kj_mol": 334.2,
  "species": ["C", "C", "N", "H", "H", "H", "H", "H", "H", "C", "O", "C", "H", "H", "H", "H", "H"],
  "xyz": [[-1.363, 1.718, 1.433], [-1.629, 1.911, 0.120], [-0.480, 0.787, 1.873], [-1.985, 2.173, 2.142], [-1.960, 2.780, -0.454], [-1.831, 0.971, -0.573], [0.237, 0.452, 1.251], [-0.007, 1.061, 2.777], [0.755, -1.391, 1.123], [0.478, -1.575, -0.774], [0.901, -2.038, 0.445], [1.549, -1.091, -1.642], [-0.118, -2.280, -1.278], [-0.257, -0.690, -0.614], [1.241, -0.669, -2.696], [2.213, -0.240, -1.217], [2.256, -1.878, -1.916]],
  "lowdin_charge": [-0.31, -0.05, 0.03, 0.09, 0.03, 0.08, 0.06, 0.13, 0.05, -0.40, -0.04, -0.12, 0.10, 0.11, 0.11, 0.10, 0.06]
}